Record 1
Molecular formula: C11H21Br3N3O2S
Method: DFT, the ωB97M-V functional and the def2-TZVPD basis

Output
Kohn-Sham gap	7.14	eV
DFT total energy	-8866.27959	Ha
charge	+1
LUMO	-5.021	eV
HOMO	-12.16	eV
multiplicity	1

```
41
C11H21Br3N3O2S the ωB97M-V functional and the def2-TZVPD basis
C -4.446 0.211 -3.916
C -3.761 -0.256 -2.463
C -4.232 0.755 -1.264
Br -3.274 2.558 -1.302
N -4.321 0.160 0.116
C -3.313 -0.510 0.751
N -3.607 -1.077 2.156
N -1.982 -0.796 0.151
C -0.966 0.291 0.193
Br -0.086 0.764 -1.589
C -0.452 1.053 1.357
C -1.006 0.725 2.859
Br 0.960 2.489 1.167
H -4.562 1.392 -3.850
H -3.801 -0.118 -4.836
H -5.535 -0.226 -3.904
H -2.602 -0.418 -2.537
H -4.219 -1.330 -2.218
H -5.353 1.059 -1.549
H -5.232 0.265 0.657
H -4.311 -1.847 1.947
H -4.096 -0.289 2.641
H -1.571 -1.721 0.479
H -0.272 1.229 3.652
H -0.966 -0.441 3.110
H -2.104 1.070 3.069
C 5.850 -0.820 -0.512
C 5.190 0.556 -0.585
C 3.930 0.506 0.278
S 4.238 -0.718 1.542
O 3.329 -1.827 1.340
O 4.381 -0.056 2.823
C 5.852 -1.199 0.961
H 6.863 -0.807 -0.926
H 5.259 -1.545 -1.086
H 5.878 1.312 -0.189
H 4.952 0.836 -1.616
H 3.727 1.471 0.748
H 3.060 0.184 -0.302
H 6.008 -2.266 1.130
H 6.594 -0.618 1.516
```


Record 2
Molecular formula: C11H21Cl3CuN5Si
Method: DFT, the ωB97M-V functional and the def2-TZVPD basis

Output
Kohn-Sham gap	6.72	eV
DFT total energy	-4016.02267	Ha
LUMO	-0.183	eV
HOMO	-6.91	eV
energy relative to the best compared isomer or geometry (same formula, charge and spin)	1.0	kJ/mol
multiplicity	1

```
42
C11H21Cl3CuN5Si the ωB97M-V functional and the def2-TZVPD basis
Cu -0.144 -0.053 0.095
Cl 4.835 0.802 -1.725
C 4.252 0.025 -0.264
Cl 4.819 -1.639 -0.167
Cl 4.759 0.934 1.161
C 2.783 0.007 -0.300
N 1.644 -0.011 -0.343
C -3.026 0.421 -2.155
Si -2.416 0.073 -0.402
C -3.374 -1.502 0.067
C -3.292 1.433 0.610
H -4.123 0.449 -2.156
H -2.704 -0.353 -2.862
H -2.660 1.383 -2.533
H -4.442 -1.379 -0.155
H -3.282 -1.747 1.132
H -3.010 -2.368 -0.499
H -4.374 1.413 0.424
H -2.922 2.428 0.333
H -3.145 1.324 1.692
C 1.436 -0.734 2.858
N 1.493 -0.667 4.315
C 1.376 0.743 4.715
N 0.134 1.357 4.233
C 0.108 1.253 2.777
N 0.193 -0.154 2.315
C -0.952 -0.895 2.911
N -0.938 -0.828 4.372
C 0.329 -1.387 4.852
C -0.997 0.585 4.767
H 1.502 -1.775 2.537
H 2.288 -0.183 2.448
H 2.226 1.298 4.311
H 1.405 0.805 5.803
H 0.957 1.802 2.363
H -0.815 1.685 2.387
H -0.892 -1.935 2.589
H -1.874 -0.467 2.528
H 0.392 -2.435 4.553
H 0.354 -1.333 5.941
H -0.987 0.650 5.856
H -1.927 1.018 4.398
```